[1]
{"formula": "C34H57BaF3N2O2Si", "method": "ωB97M-V/def2-TZVPD", "symbols": ["O", "O", "C", "C", "H", "H", "H", "H", "H", "C", "C", "H", "H", "H", "H", "H", "C", "C", "C", "H", "H", "H", "H", "H", "C", "H", "H", "H", "H", "H", "H", "N", "C", "C", "C", "C", "H", "H", "H", "C", "H", "H", "H", "N", "C", "C", "C", "C", "H", "C", "H", "C", "H", "C", "C", "C", "C", "C", "C", "H", "C", "H", "C", "H", "C", "C", "Ba", "H", "H", "H", "H", "H", "H", "H", "H", "H", "H", "H", "H", "H", "C", "Si", "H", "H", "C", "C", "C", "H", "H", "H", "H", "H", "H", "H", "H", "H", "F", "C", "F", "F"], "coordinates": [[1.55286, -1.73330, -1.36469], [0.85809, -0.48637, -3.44718], [2.84490, -2.13643, -0.90047], [2.87967, -3.01636, 0.33162], [3.36661, -1.18316, -0.71630], [3.33940, -2.61783, -1.76648], [2.56347, -2.48137, 1.23644], [3.91526, -3.33256, 0.46877], [2.27982, -3.92728, 0.23102], [0.37427, -2.48613, -1.01297], [0.19549, -3.64729, -1.95571], [-0.47311, -1.78900, -1.09897], [0.40294, -2.79625, 0.04762], [0.08668, -3.26872, -2.97749], [-0.71258, -4.21277, -1.70056], [1.07001, -4.30376, -1.89950], [-0.22801, 0.12596, -4.17032], [1.91732, -1.02604, -4.25830], [-1.48818, -0.69003, -4.02879], [0.04226, 0.25920, -5.23551], [-0.37258, 1.11201, -3.70007], [-1.36928, -1.69393, -4.45709], [-2.28600, -0.17246, -4.56976], [-1.80802, -0.76677, -2.98158], [1.42982, -2.03748, -5.26511], [2.61801, -1.48185, -3.54722], [2.44491, -0.19112, -4.75714], [0.91632, -2.86829, -4.76653], [2.29612, -2.43061, -5.80580], [0.76253, -1.56997, -5.99949], [1.30283, 0.12339, -1.76904], [-1.03186, -0.61201, 3.23382], [-1.86350, -0.11869, 4.15484], [-2.61244, 1.06233, 3.98008], [-2.79072, 1.80531, 2.79850], [-2.02966, -0.85306, 5.46140], [-1.07630, -1.25193, 5.83075], [-2.73612, -1.68998, 5.35801], [-2.43165, -0.15193, 6.19867], [-3.80035, 2.91657, 2.80760], [-4.47625, 2.85810, 1.94429], [-3.31064, 3.90188, 2.80182], [-4.39600, 2.82907, 3.72211], [-2.07695, 1.56529, 1.70740], [-0.62625, -1.96725, 3.24266], [0.71269, -2.28753, 3.57155], [1.69891, -1.21312, 3.92983], [1.10426, -3.62827, 3.59702], [2.12985, -3.87308, 3.88416], [0.19432, -4.63320, 3.27549], [0.50585, -5.67740, 3.30918], [-1.11780, -4.30979, 2.91844], [-1.83450, -5.09442, 2.67516], [-1.54141, -2.98639, 2.89165], [-2.95957, -2.65091, 2.54621], [-2.21909, 2.15237, 0.42180], [-1.48093, 3.31831, 0.09064], [-0.72959, 4.07392, 1.15691], [-1.44877, 3.74363, -1.23669], [-0.89289, 4.65055, -1.49177], [-2.11143, 3.02362, -2.23222], [-2.07301, 3.35789, -3.27159], [-2.83987, 1.87662, -1.90047], [-3.39162, 1.32367, -2.66543], [-2.87752, 1.41185, -0.58955], [-3.54937, 0.11758, -0.23938], [0.32912, 0.83471, 1.45510], [2.54049, -1.17453, 3.21087], [2.15508, -1.44251, 4.90774], [1.26571, -0.20198, 4.03228], [-3.04550, -1.78138, 1.88073], [-3.56471, -2.44779, 3.44292], [-3.42465, -3.50556, 2.03696], [0.09420, 4.67181, 0.73194], [-0.29278, 3.41984, 1.94322], [-1.39474, 4.77974, 1.68358], [-4.05151, 0.14360, 0.73867], [-2.84612, -0.73652, -0.21997], [-4.30367, -0.10472, -1.00572], [-3.20259, 1.37961, 4.83841], [1.52396, 1.11668, -1.24503], [2.50015, 2.33880, -2.32119], [0.57771, 1.60449, -0.98481], [2.17784, 0.89972, -0.38219], [4.15444, 1.53415, -2.74094], [2.74828, 3.96219, -1.38179], [1.63732, 2.83770, -3.90733], [2.21283, 3.61929, -4.42952], [0.62525, 3.23318, -3.70568], [1.54569, 1.98697, -4.59860], [4.76071, 1.42288, -1.82824], [4.73113, 2.13950, -3.46059], [4.01047, 0.53705, -3.18273], [2.89525, 3.77869, -0.30715], [1.87333, 4.61891, -1.50529], [3.62959, 4.50755, -1.75463], [0.86047, 2.22173, 4.77730], [1.67606, 2.27043, 3.63876], [2.00748, 3.60756, 3.53537], [2.85205, 1.66512, 4.06121]], "total_energy_ha": -2204.3197, "lumo_ev": [0.4, 0.4], "gap_ev": [7.6273, 7.6764], "spin_multiplicity": 1, "de_lowest_kcal_mol": 0.0}

***

[2]
{"formula": "C34H57CoN3O2SSi", "method": "ωB97M-V/def2-TZVPD", "symbols": ["O", "O", "C", "C", "H", "H", "H", "H", "H", "C", "C", "H", "H", "H", "H", "H", "C", "C", "C", "H", "H", "H", "H", "H", "C", "H", "H", "H", "H", "H", "H", "N", "C", "C", "C", "C", "H", "H", "H", "C", "H", "H", "H", "N", "C", "C", "C", "C", "H", "C", "H", "C", "H", "C", "C", "C", "C", "C", "C", "H", "C", "H", "C", "H", "C", "C", "Co", "H", "H", "H", "H", "H", "H", "H", "H", "H", "H", "H", "H", "H", "C", "Si", "H", "H", "C", "C", "C", "H", "H", "H", "H", "H", "H", "H", "H", "H", "S", "C", "N"], "coordinates": [[1.85280, -1.64201, -3.24272], [0.92200, -0.20827, -5.61442], [2.66113, -1.32475, -2.09378], [2.74872, -2.38209, -0.99840], [2.34848, -0.35390, -1.66464], [3.66446, -1.15380, -2.51342], [1.88978, -2.25878, -0.31999], [3.67654, -2.20317, -0.42856], [2.78934, -3.41378, -1.38397], [0.55779, -2.17307, -2.90287], [0.21054, -3.31327, -3.85255], [-0.20475, -1.36146, -2.93843], [0.53195, -2.56732, -1.86768], [-0.01948, -2.94927, -4.86363], [-0.68283, -3.86260, -3.49928], [1.05223, -4.02052, -3.91569], [-0.14171, 0.39844, -6.37896], [1.93679, -0.84944, -6.40959], [-1.43667, -0.33551, -6.10532], [0.09894, 0.40968, -7.46849], [-0.25667, 1.44619, -6.03926], [-1.34538, -1.39067, -6.38589], [-2.23645, 0.13211, -6.68751], [-1.70707, -0.28060, -5.04275], [1.39878, -2.01232, -7.21732], [2.69531, -1.18416, -5.68524], [2.40838, -0.09875, -7.08000], [0.86147, -2.72096, -6.57685], [2.24649, -2.52437, -7.68546], [0.72400, -1.64990, -8.00135], [1.55102, 0.28775, -3.49658], [-1.04023, -0.79879, 1.65844], [-1.95965, -0.32043, 2.52123], [-2.64891, 0.87493, 2.29959], [-2.61956, 1.61585, 1.11647], [-2.21935, -1.14917, 3.75136], [-1.31140, -1.67931, 4.09531], [-3.02631, -1.88721, 3.59143], [-2.54953, -0.48052, 4.55416], [-3.62787, 2.69047, 0.86702], [-4.25192, 2.45590, -0.01107], [-3.12873, 3.66039, 0.69981], [-4.26907, 2.74526, 1.75620], [-1.67092, 1.40452, 0.18261], [-0.66313, -2.17392, 1.65596], [0.56899, -2.57536, 2.22592], [1.52550, -1.60919, 2.84756], [0.91182, -3.92203, 2.23397], [1.87284, -4.20423, 2.66589], [0.03551, -4.87244, 1.72627], [0.31841, -5.92249, 1.76786], [-1.20514, -4.48135, 1.22408], [-1.88897, -5.23436, 0.83329], [-1.60040, -3.14574, 1.22655], [-2.97974, -2.75233, 0.78270], [-1.77120, 1.95178, -1.13234], [-1.16168, 3.18484, -1.44888], [-0.29472, 3.89104, -0.45276], [-1.41176, 3.74631, -2.70575], [-0.95620, 4.71273, -2.94588], [-2.21698, 3.08430, -3.63657], [-2.42054, 3.52496, -4.61237], [-2.79294, 1.85030, -3.32720], [-3.43780, 1.31173, -4.03254], [-2.55712, 1.26352, -2.08776], [-3.19356, -0.06597, -1.79243], [-0.10817, 0.55417, 0.66724], [2.38947, -1.42619, 2.18852], [1.92674, -2.02396, 3.78311], [1.06910, -0.64116, 3.07284], [-2.96416, -1.83253, 0.17968], [-3.66397, -2.58462, 1.63033], [-3.41629, -3.55842, 0.17461], [-0.20820, 4.95655, -0.69754], [0.72702, 3.49037, -0.45388], [-0.68706, 3.80256, 0.56750], [-3.78354, -0.07168, -0.86186], [-2.48259, -0.90951, -1.76392], [-3.88741, -0.27825, -2.61855], [-3.38248, 1.15453, 3.05338], [1.39804, 1.36785, -3.25525], [2.54946, 2.46102, -4.27758], [0.33761, 1.59605, -3.40478], [1.58953, 1.52041, -2.18589], [4.16323, 1.51489, -4.52554], [2.68701, 4.06606, -3.30935], [1.87027, 2.92839, -5.96317], [2.61780, 3.52260, -6.51704], [0.94741, 3.52483, -5.88022], [1.64889, 2.02835, -6.55738], [4.68452, 1.38644, -3.56601], [4.82877, 2.05745, -5.21254], [3.97556, 0.51724, -4.94976], [2.75577, 3.87035, -2.22951], [1.80084, 4.69727, -3.48770], [3.57933, 4.62654, -3.62453], [2.79733, 2.93251, 3.21643], [1.88709, 2.11195, 2.23327], [1.19940, 1.50473, 1.44248]], "total_energy_ha": -3714.6763, "lumo_ev": [-3.4, -5.7], "gap_ev": [7.9664, 5.6663], "charge": 1, "spin_multiplicity": 5, "de_lowest_kcal_mol": 11.8}